(1)
{"formula": "C4H8O2", "method": "ωB97M-V/def2-TZVPD", "relative_energy_ev": 3.8269, "total_charge": 0, "homo_lumo_gap_ev": 8.8, "lumo_energy_ev": 0.3, "elements": ["O", "O", "C", "C", "C", "C", "H", "H", "H", "H", "H", "H", "H", "H"], "xyz": [[1.6826, -0.7125, -0.9703], [-0.5843, -0.9188, -1.5551], [-0.1474, -0.0439, 0.7404], [-1.3266, -0.0157, -0.0214], [0.6022, -1.1144, -0.5681], [0.6993, 1.1986, 0.8665], [0.4282, -2.1241, -0.1605], [0.4700, 1.9165, 0.0708], [-1.6315, 0.8803, -0.5567], [0.5438, 1.7002, 1.8264], [-2.1130, -0.7491, 0.1240], [-0.1576, -0.6995, 1.6100], [-0.2237, -0.2562, -2.1690], [1.7581, 0.9387, 0.7629]], "lowdin_charge": [0.001, -0.071, -0.298, 0.064, -0.448, -0.082, 0.141, 0.083, 0.109, 0.075, 0.109, 0.129, 0.110, 0.076]}

(2)
{"formula": "C4H8O2", "method": "ωB97M-V/def2-TZVPD", "relative_energy_ev": 5.3009, "total_charge": 0, "homo_lumo_gap_ev": 9.3, "lumo_energy_ev": -0.5, "elements": ["O", "O", "C", "C", "C", "C", "H", "H", "H", "H", "H", "H", "H", "H"], "xyz": [[-2.1258, -0.8969, -0.5817], [-0.6074, 1.1014, -1.5877], [0.0826, -0.0412, 0.1152], [1.2315, 0.5967, 0.8549], [-1.1788, -0.7741, 0.4414], [1.5267, -0.4163, -0.1633], [-1.0263, -1.7303, 0.9127], [-0.8409, 2.0014, -1.2852], [2.1250, -1.3830, 0.0674], [1.3052, 0.4038, 1.9048], [1.8248, 0.0101, -1.0817], [-1.7513, -0.1940, 1.2735], [1.3712, 1.6925, 0.5260], [-1.9366, -0.3701, -1.3965]], "lowdin_charge": [-0.082, -0.204, -0.081, -0.109, -0.249, -0.110, 0.118, 0.006, 0.150, 0.103, 0.087, 0.143, 0.146, 0.083]}

(3)
{"formula": "C4H8O2", "method": "ωB97M-V/def2-TZVPD", "relative_energy_ev": 3.2448, "total_charge": 0, "homo_lumo_gap_ev": 10.3, "lumo_energy_ev": 0.7, "smiles": "C[C@H]1[C@@H](O)[C@H]1O", "elements": ["O", "O", "C", "C", "C", "C", "H", "H", "H", "H", "H", "H", "H", "H"], "xyz": [[-0.9183, -1.0468, 1.2542], [1.5088, -1.0106, -0.0276], [-0.3216, 0.0893, -1.3960], [-0.2473, 0.9375, -0.1446], [-0.3345, 0.2241, 1.1703], [1.0042, 0.2792, 0.4935], [-1.3076, -0.3243, -1.6076], [1.8788, 0.8401, 0.7639], [0.4828, -0.7372, -1.2121], [0.0460, 0.7067, -2.2202], [-0.5102, 2.0237, -0.1167], [-0.4449, 0.8150, 2.0797], [0.9463, -1.7195, 0.3502], [-1.6836, -1.0662, 0.6638]], "lowdin_charge": [-0.008, -0.080, -0.086, -0.200, -0.294, -0.202, 0.066, 0.135, 0.084, 0.081, 0.148, 0.147, 0.103, 0.106]}

(4)
{"formula": "C4H8O2", "method": "ωB97M-V/def2-TZVPD", "relative_energy_ev": 3.5568, "total_charge": 0, "homo_lumo_gap_ev": 8.9, "lumo_energy_ev": 0.4, "elements": ["O", "O", "C", "C", "C", "C", "H", "H", "H", "H", "H", "H", "H", "H"], "xyz": [[1.4042, -0.0711, 1.0949], [-1.8511, 1.3784, 0.0902], [-1.8349, 0.2122, 0.4611], [0.6909, 0.7890, -1.1664], [-0.7293, -0.7155, 0.4082], [0.5174, -0.4251, -0.2971], [1.9960, -0.8065, 1.3331], [-2.7459, -0.2189, 0.9339], [-0.9745, -1.7661, 0.5522], [1.7336, 0.9045, -1.4744], [0.3487, -0.3132, 1.4542], [1.0442, -1.3048, -0.6721], [0.0680, 0.6532, -2.0567], [0.3327, 1.6839, -0.6609]], "lowdin_charge": [-0.019, -0.026, -0.334, -0.056, -0.176, -0.249, 0.114, 0.108, 0.092, 0.083, 0.151, 0.130, 0.102, 0.080]}